DFT (wB97M-V/def2-TZVPD) results for a 5-piece molecular cluster, C27H29N2O5P2S overall at a distorted geometry.

Positions of all 66 atoms, in Å:
N: 3.40 3.12 -2.46
C: 3.53 1.64 -2.69
N: 2.93 0.97 -1.50
C: 1.98 0.20 -1.79
S: 1.03 -1.10 -2.13
P: 5.40 1.32 -2.91
P: 5.74 -0.76 -2.35
O: 4.48 -1.57 -2.62
O: 6.95 -1.39 -3.35
O: 6.17 -0.87 -0.72
C: 2.80 1.33 -4.09
O: 1.74 1.97 -4.36
O: 3.36 0.44 -4.93
H: 4.35 3.53 -2.44
H: 2.92 3.26 -1.57
H: 5.75 1.39 -4.30
H: 6.56 -2.12 -3.87
H: 5.48 -0.36 -0.23
C: -0.61 0.53 1.07
C: -1.90 0.30 0.62
C: -2.96 0.26 1.53
C: -2.72 0.47 2.88
C: -1.43 0.71 3.33
C: -0.37 0.74 2.43
H: 0.22 0.55 0.37
H: -2.08 0.14 -0.43
H: -3.97 0.07 1.17
H: -3.55 0.45 3.58
H: -1.25 0.88 4.39
H: 0.64 0.92 2.78
C: -6.95 -0.96 1.14
C: -8.24 -1.20 0.68
C: -9.30 -1.23 1.59
C: -9.07 -1.02 2.94
C: -7.77 -0.78 3.39
C: -6.71 -0.76 2.49
H: -6.13 -0.94 0.43
H: -8.43 -1.35 -0.37
H: -10.31 -1.42 1.23
H: -9.89 -1.04 3.65
H: -7.59 -0.62 4.45
H: -5.70 -0.58 2.85
C: -2.75 3.98 -2.61
C: -3.35 5.22 -2.42
C: -3.85 5.57 -1.17
C: -3.74 4.68 -0.11
C: -3.15 3.44 -0.30
C: -2.65 3.09 -1.55
H: -2.37 3.70 -3.59
H: -3.42 5.92 -3.25
H: -4.32 6.54 -1.03
H: -4.13 4.95 0.87
H: -3.06 2.75 0.53
H: -2.19 2.12 -1.70
C: 6.78 -5.83 2.25
C: 6.83 -6.05 0.88
C: 6.76 -4.98 0.00
C: 6.64 -3.68 0.49
C: 6.59 -3.46 1.86
C: 6.66 -4.53 2.74
H: 6.83 -6.66 2.94
H: 6.93 -7.06 0.50
H: 6.79 -5.16 -1.07
H: 6.59 -2.84 -0.20
H: 6.50 -2.45 2.24
H: 6.61 -4.36 3.81

Results
**Gap between HOMO and LUMO**: 6.8 eV
**Charge**: -1

Listed below, in e, are the natural (NBO) charges computed for each atom: -0.820 -0.049 -0.565 0.309 0.050 0.096 2.009 -1.085 -0.993 -0.985 0.694 -0.704 -0.787 0.356 0.369 0.083 0.521 0.513 -0.145 -0.223 -0.232 -0.216 -0.222 -0.229 0.218 0.221 0.206 0.202 0.207 0.213 -0.199 -0.215 -0.215 -0.216 -0.214 -0.215 0.216 0.214 0.210 0.209 0.210 0.214 -0.208 -0.218 -0.222 -0.241 -0.164 -0.216 0.226 0.208 0.203 0.204 0.208 0.218 -0.226 -0.217 -0.210 -0.211 -0.204 -0.223 0.204 0.205 0.212 0.247 0.207 0.204